## P
The following is a quantum chemistry calculation of an isolated ion of composition C10H14N3 and charge +1, from the OMol25 dataset.

Calculated values
- SMILES: C1=NCc2cccn2[C@]12CC[NH2+]C2
- LUMO level: -3.4 eV
- Net charge: +1
- HOMO energy: -11.4 eV

Element x y z (Å)
1 C -1.78 -2.30 0.19
2 C -1.19 -2.59 -1.01
3 C -1.31 -1.12 0.65
4 C -0.40 -1.50 -1.32
5 C 1.15 0.78 -1.57
6 C 0.51 -1.31 -2.45
7 C -0.36 1.98 0.16
8 C -0.20 2.04 1.62
9 C 1.43 0.36 0.85
10 C 0.44 0.63 -0.22
11 N 1.27 -0.06 -2.45
12 N -0.50 -0.57 -0.33
13 N 0.69 0.91 2.15
14 H -2.53 -3.02 0.71
15 H -1.56 -3.35 -1.72
16 H -1.88 -0.62 1.44
17 H 1.70 1.76 -1.65
18 H 1.04 -2.15 -2.60
19 H -0.21 -1.27 -3.31
20 H -1.32 2.02 -0.22
21 H 0.17 2.88 -0.21
22 H 0.27 2.89 1.94
23 H -1.06 2.12 2.31
24 H 1.61 -0.74 1.00
25 H 2.39 0.79 0.71
26 H 1.48 1.33 2.68
27 H 0.16 0.11 2.61



## Q
The following is a quantum chemistry calculation of C10H14N3 as an isolated structure, from the OMol25 dataset.

Calculated values
- LUMO level: -4.7 eV
- Net charge: +1
- HOMO energy: -13.4 eV

Element x y z (Å)
1 C 2.99 1.26 -0.23
2 C 3.59 0.07 0.00
3 C 1.59 1.18 -0.30
4 C 2.99 -1.18 0.33
5 C 0.91 0.03 -0.07
6 C 1.60 -1.14 0.31
7 C -0.38 -0.49 -0.46
8 C -0.65 -0.34 -1.97
9 C -3.01 -0.63 0.53
10 C -1.68 1.13 1.54
11 N 0.72 -2.17 0.42
12 N -0.42 -1.89 0.04
13 N -1.90 0.29 0.40
14 H 3.54 2.16 -0.40
15 H 4.65 0.20 -0.10
16 H 0.96 2.16 -0.37
17 H 3.53 -2.14 0.52
18 H -1.44 -0.90 -2.34
19 H 0.28 -0.62 -2.46
20 H -0.77 0.71 -2.13
21 H -3.92 -0.16 1.17
22 H -3.30 -0.78 -0.47
23 H -2.72 -1.64 0.93
24 H -1.24 0.56 2.38
25 H -0.99 1.90 1.30
26 H -2.67 1.57 1.80
27 H -2.26 0.85 -0.38



Here is how they stack up, most stable first: P, Q.



## P
The following is a quantum chemistry calculation of a 2-piece molecular cluster, C3H6IN overall, from the OMol25 dataset.

Calculated values
- LUMO level: 0.7 eV
- HOMO energy: -9.2 eV

Element x y z (Å)
1 C -1.92 -1.75 -0.49
2 C 1.40 -0.21 0.32
3 C 0.91 1.19 0.41
4 N -2.98 -1.60 -0.92
5 I 0.27 2.14 -1.31
6 H 0.06 1.30 1.14
7 H 1.32 -0.76 1.31
8 H 2.50 -0.01 0.08
9 H 0.73 -0.77 -0.29
10 H 1.61 1.86 0.89
11 H -3.90 -1.40 -1.15



## Q
The following is a quantum chemistry calculation of the molecule C3H6IN, from the OMol25 dataset.

Calculated values
- SMILES: CC(C)=NI
- LUMO level: 0.0 eV
- HOMO energy: -9.1 eV

Element x y z (Å)
1 C -0.90 0.37 0.15
2 C 0.23 1.26 -0.11
3 C -0.65 -1.14 0.09
4 N -2.04 0.91 0.13
5 I -3.83 -0.23 0.13
6 H 0.48 1.26 -1.14
7 H -0.12 2.14 0.35
8 H 1.22 0.98 0.41
9 H 0.37 -1.28 0.22
10 H -1.04 -1.66 -0.73
11 H -1.15 -1.63 1.09



Here is how they stack up, most stable first: Q, P.